{
  "formula": "C8H11N4OS2",
  "method": "ωB97M-V/def2-TZVPD",
  "charge": 1,
  "e_above_lowest_kcal_mol": 56.09,
  "e_homo_ha": [-0.4600, -0.4736],
  "gap_ev": [6.7, 7.2],
  "e_lumo_ev": [-5.776, -5.653],
  "e_tot_ha": -1401.65261,
  "species": ["C", "C", "C", "C", "C", "C", "C", "C", "N", "N", "N", "N", "O", "S", "S", "H", "H", "H", "H", "H", "H", "H", "H", "H", "H", "H"],
  "xyz": [[-1.228217, 3.415670, -0.016837], [-1.550563, 2.102613, -0.182659], [0.552984, 2.255912, 0.386056], [1.873128, 1.923216, 0.793915], [2.065512, 0.593984, 1.094849], [0.952448, -0.271249, 0.840978], [0.683330, -2.604860, -0.220240], [1.032797, -1.735291, 1.014170], [-0.241879, 0.104631, 0.443934], [-0.452179, 1.377432, 0.161495], [0.074654, 3.490123, 0.232529], [-4.177846, -0.089117, -1.386580], [-4.612586, 1.108631, 0.807340], [-3.002131, -1.374184, 0.942396], [-3.663754, 0.244887, 0.192373], [-1.841630, 4.245919, -0.086079], [2.724366, 2.539791, 0.990409], [3.071028, 0.352593, 1.402629], [1.119496, -2.176769, -1.090092], [-0.338145, -2.769997, -0.351787], [1.367519, -3.499255, -0.223393], [1.979225, -1.811939, 1.624658], [0.313263, -2.075607, 1.808432], [0.446649, 4.382675, 0.427676], [-3.679781, -0.893252, -1.738554], [-4.136448, 0.770454, -1.916667]],
  "forces_ev_per_a": [[-1.23, -2.16, -1.02], [-3.26, -2.05, 0.46], [2.75, 1.42, 0.55], [-0.85, -2.22, 0.50], [-0.81, 1.55, -1.17], [-0.89, -0.17, -0.10], [4.20, -0.30, 0.73], [0.01, -1.00, 2.50], [-0.25, -0.86, -0.78], [2.50, 1.86, 0.82], [0.04, 0.23, 0.26], [0.58, 0.73, 2.04], [0.15, 0.45, 0.16], [-0.30, 1.06, -0.22], [0.32, -1.06, -1.28], [-0.96, 1.39, -0.24], [-0.21, 1.07, -0.28], [-0.23, -0.87, 0.16], [-0.14, 1.01, -1.03], [-1.43, -0.48, -0.01], [-1.43, 0.17, 0.55], [-0.35, -1.08, -1.45], [0.28, 0.71, -0.57], [1.33, 0.57, 0.28], [0.21, 0.06, -0.39], [-0.03, -0.04, -0.50]]
}

{
  "formula": "C5H3N",
  "method": "ωB97M-V/def2-TZVPD",
  "charge": 0,
  "smiles": "N=C=C1C2=C[C@H]12",
  "e_above_lowest_kcal_mol": 76.58,
  "e_homo_ha": -0.3111,
  "gap_ev": 8.9,
  "e_lumo_ev": 0.436,
  "e_tot_ha": -246.85999,
  "species": ["C", "C", "C", "C", "C", "N", "H", "H", "H"],
  "xyz": [[1.034138, -0.699924, 0.196789], [1.837221, 0.382763, -0.244409], [-0.223663, -0.008172, 0.039101], [0.736946, 1.076220, 0.217084], [-1.504131, -0.004578, -0.004352], [-2.715556, 0.012494, -0.006114], [1.233330, -1.412521, 0.984598], [2.888742, 0.536719, -0.345786], [-3.287028, 0.117001, -0.836907]],
  "forces_ev_per_a": [[0.09, 0.37, -0.54], [-0.31, -0.88, 0.23], [0.38, -0.25, 0.05], [0.88, 1.20, 0.27], [-1.44, -0.50, -0.52], [-0.37, 0.08, 0.57], [0.13, -0.10, 0.19], [0.27, 0.16, -0.06], [0.37, -0.07, -0.20]]
}

{
  "formula": "CH3FN2",
  "method": "ωB97M-V/def2-TZVPD",
  "charge": 0,
  "smiles": "N#CN.F",
  "e_above_lowest_kcal_mol": 6.34,
  "e_homo_ha": -0.3807,
  "gap_ev": 10.9,
  "e_lumo_ev": 0.529,
  "e_tot_ha": -249.25663,
  "species": ["C", "N", "N", "F", "H", "H", "H"],
  "xyz": [[-1.347888, -0.126792, 0.030185], [-1.851411, -1.155696, -0.095782], [-0.597724, 0.931474, 0.335602], [1.958608, -0.413938, -0.315756], [1.799643, -1.278036, -0.699226], [0.035834, 1.124913, -0.387717], [0.002941, 0.918076, 1.132697]],
  "forces_ev_per_a": [[0.72, -1.24, 1.04], [-0.56, 0.22, -0.37], [-0.46, 1.13, -0.14], [-0.24, -1.53, -0.72], [0.24, 1.52, 0.71], [0.65, 0.57, -1.56], [-0.35, -0.67, 1.04]]
}

{
  "formula": "C16H48N2O8",
  "method": "ωB97M-V/def2-TZVPD",
  "charge": 0,
  "smiles": "NC(N)=O.CC(C)O.CC(C)O.CC(C)O.CC(C)O.CC(C)O.O.O",
  "e_above_lowest_kcal_mol": 3.83,
  "e_homo_ha": -0.3641,
  "gap_ev": 10.2,
  "e_lumo_ev": 0.252,
  "e_tot_ha": -1349.82047,
  "species": ["C", "C", "C", "O", "H", "H", "H", "H", "H", "H", "H", "H", "C", "C", "C", "O", "H", "H", "H", "H", "H", "H", "H", "H", "C", "C", "C", "O", "H", "H", "H", "H", "H", "H", "H", "H", "C", "C", "C", "O", "H", "H", "H", "H", "H", "H", "H", "H", "C", "C", "C", "O", "H", "H", "H", "H", "H", "H", "H", "H", "C", "O", "N", "N", "H", "H", "H", "H", "O", "H", "H", "O", "H", "H"],
  "xyz": [[2.034318, 3.778064, -1.320670], [2.344010, 2.370811, -0.774655], [3.186820, 1.629730, -1.832712], [3.153684, 2.549948, 0.436090], [1.656016, 4.298456, -0.468378], [1.304702, 3.714512, -2.117251], [2.934227, 4.233980, -1.654365], [1.467877, 1.789983, -0.435294], [3.525595, 0.645333, -1.438651], [4.023902, 2.184769, -2.263631], [2.446347, 1.405385, -2.587689], [2.698010, 3.024704, 1.152280], [-0.336938, -3.176455, -3.371104], [1.011709, -2.965560, -4.032594], [1.931986, -2.130856, -3.258744], [1.771923, -4.174964, -4.180185], [-0.978040, -2.262764, -3.496451], [-0.251280, -3.549383, -2.343965], [-0.755726, -4.044246, -3.986187], [0.869267, -2.562926, -5.061678], [2.462080, -2.711935, -2.556264], [1.611767, -1.172232, -2.867088], [2.687162, -1.829368, -3.988964], [1.230210, -4.746588, -4.741371], [-0.461764, 0.991485, 2.914218], [-1.368380, 0.049070, 3.608643], [-2.692600, 0.632042, 4.046226], [-1.548944, -1.052863, 2.656527], [-0.947340, 1.361875, 2.010297], [0.381157, 0.401238, 2.603145], [-0.075419, 1.841178, 3.446225], [-0.845009, -0.361356, 4.471607], [-2.608223, 1.592934, 4.550773], [-3.016337, -0.007983, 4.868385], [-3.389507, 0.631466, 3.206384], [-2.136011, -1.709628, 3.103675], [-1.382665, 3.379363, -0.087368], [-2.567661, 2.962252, -0.965227], [-3.252377, 1.725989, -0.496838], [-3.555809, 4.015097, -0.939847], [-0.842937, 4.234335, -0.491196], [-0.638463, 2.646232, 0.105188], [-1.861225, 3.658455, 0.832684], [-2.230936, 2.866066, -2.001972], [-4.008388, 1.398581, -1.246691], [-3.766585, 1.984537, 0.438313], [-2.531703, 0.940390, -0.376746], [-3.167322, 4.781284, -1.360322], [2.583298, -1.214633, 1.495434], [4.065257, -1.299079, 1.370061], [4.777097, -0.066898, 1.911415], [4.373214, -2.489305, 2.056275], [2.309852, -0.982203, 2.535328], [2.098527, -2.140633, 1.255608], [2.291200, -0.382550, 0.888028], [4.343655, -1.302719, 0.286570], [4.463031, 0.151829, 2.922536], [4.495291, 0.807501, 1.349364], [5.872621, -0.133033, 1.936791], [5.323619, -2.633462, 2.074873], [-4.839095, -2.362032, 1.469138], [-5.538786, -2.159098, 2.407360], [-4.390069, -1.321769, 0.620370], [-4.290064, -3.682717, 1.294079], [-5.038431, -0.538446, 0.699120], [-4.276746, -1.646289, -0.314494], [-3.389956, -3.770383, 0.781888], [-4.336039, -4.203477, 2.173129], [-0.044167, 0.764236, -2.027922], [-0.316029, -0.074852, -1.702595], [-0.653900, 0.941533, -2.762410], [-1.223666, -1.532166, -0.389760], [-0.862199, -2.397256, -0.641906], [-1.312705, -1.592523, 0.605139]],
  "forces_ev_per_a": [[-0.74, -1.73, 0.71], [1.38, 0.81, 0.59], [-0.80, -1.05, 1.22], [0.33, -0.20, -0.22], [-0.54, 0.91, 0.27], [-0.23, 0.20, -0.18], [0.76, 0.40, -0.31], [0.21, 0.31, -0.80], [0.00, 0.64, -0.23], [-0.19, 0.10, 0.34], [0.05, -0.13, -0.59], [-0.14, -0.25, -0.73], [-0.68, -1.23, -1.66], [-0.27, -0.21, -0.44], [1.48, 2.17, -1.17], [-0.94, -0.42, -0.29], [0.50, -0.96, 0.37], [0.03, 0.34, -0.12], [-0.24, 1.15, 0.94], [-0.21, 0.03, 0.63], [0.30, -0.62, 1.19], [-0.66, -0.12, 0.31], [0.40, 0.03, 0.15], [0.33, -0.16, 0.09], [0.27, 0.07, -1.30], [0.09, -0.32, -0.04], [0.06, -0.73, 0.66], [-0.82, -0.38, 1.10], [-0.04, 0.05, -0.06], [0.60, -0.09, -0.34], [-0.17, 0.27, 0.71], [0.03, -0.07, 0.19], [0.20, 0.31, -0.49], [-0.75, -0.21, -0.27], [-0.10, 0.19, 0.25], [0.60, 0.74, -0.59], [-0.89, 0.55, -0.35], [0.61, 1.01, -0.57], [-0.97, 0.03, -0.41], [0.08, -0.45, 0.05], [-0.22, 0.22, -0.11], [0.40, -1.02, -0.04], [0.11, 0.32, 0.78], [0.04, -0.25, -0.07], [0.38, 0.23, 0.55], [0.13, -0.39, -0.06], [0.25, -0.54, 0.32], [0.06, 0.30, -0.08], [-0.08, 0.93, 0.82], [0.63, 0.39, -0.53], [0.08, -0.05, 0.54], [0.72, -0.55, 0.09], [0.13, -0.03, -0.16], [-0.23, -0.37, -0.51], [-0.80, 0.37, -0.49], [-0.15, -0.67, 0.47], [-0.14, -0.14, 0.53], [-0.02, 0.30, -0.49], [-0.20, -0.24, -0.25], [0.07, 0.06, -0.02], [2.27, -0.90, -0.62], [-1.38, 0.49, 1.29], [-1.00, -1.20, 0.88], [0.58, 1.31, -0.63], [0.32, -0.24, -0.13], [0.34, 0.12, -0.80], [-1.10, 0.18, 0.66], [0.00, 0.30, -0.62], [0.02, 1.30, -1.09], [-0.49, -1.36, 0.86], [0.29, -0.01, 0.32], [0.02, -0.72, 1.18], [-0.07, 0.40, 0.04], [0.11, 0.51, -1.20]]
}

{
  "formula": "C3H6N",
  "method": "ωB97M-V/def2-TZVPD",
  "charge": 1,
  "smiles": "C1=[NH+]CC1",
  "e_above_lowest_kcal_mol": 48.31,
  "e_homo_ha": -0.6384,
  "gap_ev": 11.4,
  "e_lumo_ev": -5.986,
  "e_tot_ha": -172.28162,
  "species": ["C", "C", "C", "N", "H", "H", "H", "H", "H", "H"],
  "xyz": [[-0.224718, -0.073833, -0.936603], [-0.989291, 0.043683, 0.328091], [1.037115, -0.215607, -0.100659], [0.388159, -0.348378, 1.079822], [-0.543642, -1.200391, -1.003367], [-0.320956, 0.369459, -1.858094], [-1.066949, 1.122219, 0.307370], [-1.959683, -0.429321, 0.438999], [2.106851, -0.108202, -0.401370], [0.501119, -1.178565, 1.671674]],
  "forces_ev_per_a": [[2.36, -5.19, 1.38], [0.94, 1.88, 1.64], [-1.94, 0.38, -0.55], [-1.83, -0.11, -3.38], [1.42, 1.30, -1.15], [-0.37, 1.52, -1.73], [-0.51, 0.39, 1.74], [0.39, -0.45, 0.58], [-0.77, -0.62, 0.82], [0.31, 0.89, 0.65]]
}

{
  "formula": "C5H13NOS",
  "method": "ωB97M-V/def2-TZVPD",
  "charge": 0,
  "smiles": "CC=[S@@](C)(=O)N(C)C",
  "e_above_lowest_kcal_mol": 143.20,
  "e_homo_ha": -0.2908,
  "gap_ev": 8.6,
  "e_lumo_ev": 0.705,
  "e_tot_ha": -726.27290,
  "species": ["C", "C", "C", "C", "C", "N", "O", "S", "H", "H", "H", "H", "H", "H", "H", "H", "H", "H", "H", "H", "H"],
  "xyz": [[0.264309, -1.657521, 1.051428], [1.517198, -1.360071, 1.756960], [0.180258, 2.210991, -0.457458], [0.560966, 0.429904, -1.996581], [-2.273360, -0.764803, 0.080453], [-0.333325, 0.963369, -0.998588], [-0.679553, 0.741191, 1.636624], [-0.525813, -0.205025, 0.490903], [0.315736, -2.335476, 0.062446], [2.436682, -1.340798, 1.272417], [1.509573, -2.114751, 2.473957], [1.427288, -0.322522, 2.337885], [-0.239108, 2.341940, 0.501949], [1.228561, 2.195365, -0.715000], [-0.189369, 2.906697, -1.128631], [0.639019, 1.249734, -2.814888], [1.587158, 0.156335, -1.393498], [0.030933, -0.498966, -2.438026], [-2.644368, 0.088226, -0.279063], [-2.148102, -1.665909, -0.423379], [-2.664680, -1.017908, 0.980090]],
  "forces_ev_per_a": [[-1.08, 0.66, -4.56], [-1.06, 2.97, 2.00], [0.32, -1.38, -1.69], [0.51, -1.02, 0.18], [4.68, -0.79, 0.70], [-0.87, -1.31, 1.89], [0.37, -0.79, -1.39], [-2.22, -0.16, 1.40], [-0.01, 1.09, 2.21], [1.55, -0.14, -1.27], [0.67, -1.21, 1.72], [0.05, -2.25, -1.09], [0.47, 0.55, 1.13], [0.96, 0.43, 1.36], [-1.01, 1.99, -1.11], [0.37, -1.59, 1.30], [-1.87, 0.51, -2.24], [1.36, 1.31, 0.48], [-1.88, 2.74, -2.16], [-0.23, -1.15, -1.82], [-1.08, -0.48, 2.97]]
}

Copy entry 5 word for word.
{
  "formula": "C3H6N",
  "method": "ωB97M-V/def2-TZVPD",
  "charge": 1,
  "smiles": "C1=[NH+]CC1",
  "e_above_lowest_kcal_mol": 48.31,
  "e_homo_ha": -0.6384,
  "gap_ev": 11.4,
  "e_lumo_ev": -5.986,
  "e_tot_ha": -172.28162,
  "species": ["C", "C", "C", "N", "H", "H", "H", "H", "H", "H"],
  "xyz": [[-0.224718, -0.073833, -0.936603], [-0.989291, 0.043683, 0.328091], [1.037115, -0.215607, -0.100659], [0.388159, -0.348378, 1.079822], [-0.543642, -1.200391, -1.003367], [-0.320956, 0.369459, -1.858094], [-1.066949, 1.122219, 0.307370], [-1.959683, -0.429321, 0.438999], [2.106851, -0.108202, -0.401370], [0.501119, -1.178565, 1.671674]],
  "forces_ev_per_a": [[2.36, -5.19, 1.38], [0.94, 1.88, 1.64], [-1.94, 0.38, -0.55], [-1.83, -0.11, -3.38], [1.42, 1.30, -1.15], [-0.37, 1.52, -1.73], [-0.51, 0.39, 1.74], [0.39, -0.45, 0.58], [-0.77, -0.62, 0.82], [0.31, 0.89, 0.65]]
}

Copy entry 5 word for word.
{
  "formula": "C3H6N",
  "method": "ωB97M-V/def2-TZVPD",
  "charge": 1,
  "smiles": "C1=[NH+]CC1",
  "e_above_lowest_kcal_mol": 48.31,
  "e_homo_ha": -0.6384,
  "gap_ev": 11.4,
  "e_lumo_ev": -5.986,
  "e_tot_ha": -172.28162,
  "species": ["C", "C", "C", "N", "H", "H", "H", "H", "H", "H"],
  "xyz": [[-0.224718, -0.073833, -0.936603], [-0.989291, 0.043683, 0.328091], [1.037115, -0.215607, -0.100659], [0.388159, -0.348378, 1.079822], [-0.543642, -1.200391, -1.003367], [-0.320956, 0.369459, -1.858094], [-1.066949, 1.122219, 0.307370], [-1.959683, -0.429321, 0.438999], [2.106851, -0.108202, -0.401370], [0.501119, -1.178565, 1.671674]],
  "forces_ev_per_a": [[2.36, -5.19, 1.38], [0.94, 1.88, 1.64], [-1.94, 0.38, -0.55], [-1.83, -0.11, -3.38], [1.42, 1.30, -1.15], [-0.37, 1.52, -1.73], [-0.51, 0.39, 1.74], [0.39, -0.45, 0.58], [-0.77, -0.62, 0.82], [0.31, 0.89, 0.65]]
}